24
Properties=species:S:1:pos:R:3:forces:R:3 method="wB97M-V/def2-TZVPD" total_charge=+2 s2=0.75 homo_energy_ev="-17.822 / -17.764" e_tot_ha=-515.9488 multiplicity=2
H -1.58189 -0.33296 -0.51307 -0.51 -0.58 -1.40
C 0.07095 -1.88947 1.97075 -1.30 -2.34 -3.58
O 2.28822 -1.30818 -0.53156 -3.76 -2.39 0.17
C 0.62669 -0.72284 2.24481 2.14 2.71 1.11
H -0.76137 -1.94814 0.06500 -0.97 0.54 -1.19
H 0.52057 -0.19965 3.18345 -0.27 0.24 0.18
H 0.08619 -3.40620 0.42600 -0.32 2.50 0.47
H 1.80011 -0.62887 -0.98010 -0.29 1.49 -1.47
H -0.93945 -0.03476 -1.74782 1.21 1.18 -1.70
H -0.37673 -2.53939 2.63730 -0.86 -1.39 1.58
H 0.85024 -1.92947 0.07872 2.12 0.82 -0.99
H -3.40540 2.24654 -0.09641 -0.54 0.06 -0.36
H -1.15340 3.00051 -0.47237 0.14 -0.39 -0.08
N 0.05267 -2.29891 0.56831 -0.34 -4.03 2.27
H 1.37789 -0.40841 1.53589 0.35 0.62 -0.24
O 1.29960 0.88528 -2.12004 -0.48 2.13 0.28
H 0.23324 3.66343 -0.69918 -0.57 -1.12 -0.02
H -2.70411 2.01417 1.21699 0.01 0.12 -0.08
O -1.30125 -0.80635 -1.35677 -0.90 -0.32 3.48
H 1.91037 1.11058 -2.87079 -0.97 -0.17 1.01
H 0.83577 1.76958 -1.79077 1.18 -2.27 -0.92
H 3.08403 -0.94872 -0.30866 3.76 1.42 0.92
O -2.58004 1.92557 0.26286 0.24 -0.29 0.51
O -0.23290 2.78665 -0.70252 0.92 1.46 0.04

***

24
Properties=species:S:1:pos:R:3:forces:R:3 method="wB97M-V/def2-TZVPD" total_charge=0 homo_energy_ev=-10.610 smiles="C=C.O.O.O.O.O.O" e_tot_ha=-537.2445 multiplicity=1
C -0.24424 2.01448 3.08613 -0.05 -0.05 0.07
C -1.52954 2.34326 3.10935 0.22 -0.20 -0.18
O -1.82159 1.20631 -1.45522 1.15 -0.41 0.59
H 1.69289 -1.94862 0.20377 -0.16 0.00 -0.11
H 2.95537 -1.56083 0.97340 0.18 0.08 0.19
H -1.94331 2.99552 2.35087 -0.07 0.05 0.06
H 0.19742 1.35166 3.81991 -0.08 -0.02 0.06
H -2.00948 0.29897 0.08772 0.10 -0.13 0.43
H -0.56803 -3.00234 0.03254 0.00 0.03 0.05
O -0.12835 -2.14917 0.09147 -0.32 0.30 -0.06
H 0.90748 -0.25116 -2.52305 -0.25 0.05 -0.15
H 0.43161 2.39441 2.33340 -0.01 0.09 -0.10
H 2.79342 -0.49766 -1.32637 -0.04 0.31 -0.40
H -1.67559 0.29830 1.62777 -0.05 -0.11 -0.36
O 2.68873 0.10311 -2.10491 -0.19 -0.30 0.69
O 2.63795 -1.74174 0.08929 -0.05 0.01 -0.18
O -1.93561 -0.27962 0.89109 0.04 0.27 -0.18
H -2.20475 1.93532 3.84994 -0.03 0.09 0.06
H -2.58700 1.28563 -1.99378 -1.00 0.13 -0.72
O -0.02894 -0.54779 -2.57570 0.37 0.35 -0.09
H -0.07108 -1.19997 -1.87312 -0.13 -0.43 0.35
H 3.34984 -0.17666 -2.73609 0.20 -0.10 -0.19
H -1.18802 0.63291 -1.96106 -0.13 0.24 0.16
H -0.81253 -1.49685 0.41463 0.31 -0.26 0.00

***

25
Properties=species:S:1:pos:R:3:forces:R:3 method="wB97M-V/def2-TZVPD" total_charge=0 homo_energy_ev=-8.843 smiles=CNC.O.O.O.O.O e_tot_ha=-517.3377 multiplicity=1
H -0.95108 0.99264 -0.70080 -0.12 0.21 0.14
H -0.47727 -0.70520 0.93911 -0.77 -0.35 -0.04
C -1.31922 -0.03121 -0.74201 0.09 -0.09 0.41
H -2.52276 -1.99753 1.65053 0.28 -0.62 0.16
O 1.92925 -1.18642 -2.14862 0.15 0.01 -0.14
H -3.06890 -1.89588 0.02135 0.07 0.76 -0.06
H 1.37739 0.90565 0.93782 -0.16 0.82 0.18
O -1.52686 2.09672 2.29595 0.15 0.67 -0.31
H -1.57835 -2.67026 0.21839 0.33 -0.47 0.42
H 2.39910 -1.94532 -2.51760 -0.03 0.28 0.04
O 1.46070 -0.86668 0.53501 0.56 -0.13 0.06
H 1.71646 -0.87893 -0.41989 -0.07 -0.31 0.39
H 2.39236 1.73605 -0.36989 -0.34 0.34 -0.77
H -2.32568 -0.02745 -1.17049 0.35 -0.04 -0.37
H -0.56002 -0.55846 -1.34005 -0.54 -0.20 -0.25
H 0.23555 1.84925 1.24998 0.37 0.54 0.21
N -1.44554 -0.58702 0.61166 0.29 0.68 -0.24
H 1.74463 2.28370 -1.65141 -0.28 0.25 0.14
H 2.39213 -0.37925 -2.42580 -0.07 -0.06 0.13
O 2.41064 1.67298 -1.34534 0.82 -0.60 -0.04
H 2.11587 -1.38827 1.02501 -0.25 0.23 -0.36
C -2.16310 -1.85511 0.63642 -0.15 0.17 -0.08
H -1.91063 2.42047 1.46211 0.05 -0.47 0.51
O 1.18065 1.87871 1.00725 -0.32 -1.27 0.32
H -1.50530 1.13683 2.24130 -0.39 -0.35 -0.42

***

25
Properties=species:S:1:pos:R:3:forces:R:3 method="wB97M-V/def2-TZVPD" total_charge=0 homo_energy_ev=-9.736 smiles=CNC.O.O.O.O.O e_tot_ha=-517.3199 multiplicity=1
H -1.10064 -0.81674 -0.06342 -1.39 1.40 0.22
N -1.82224 -0.01803 -0.05536 -1.27 -1.47 2.09
H -0.82732 1.87149 -2.27639 0.41 -0.38 0.20
O 1.89612 0.87333 1.79988 -0.89 -0.82 0.38
H -2.40343 1.64719 1.22180 0.39 -0.66 -0.74
C -3.22681 -0.59918 0.05077 1.29 -0.45 -1.67
H 1.34380 0.22955 2.29824 0.60 0.65 -0.42
H -1.16052 0.93552 -0.99546 0.56 -0.62 -1.76
H 3.02788 -0.72182 0.22610 0.57 -0.02 0.65
H 1.03575 1.17059 -1.26913 0.50 0.71 -0.94
H 0.98481 -2.21786 0.44042 1.25 0.56 -0.46
O 2.55793 -1.24593 -0.41962 -0.50 -0.03 -0.07
H -1.76866 0.35070 2.18113 0.20 -0.21 -1.41
H 2.07020 -0.49607 -0.81309 0.20 -0.34 -0.36
H -0.66750 1.30396 1.13183 -0.63 -0.32 0.02
C -1.66646 0.80849 1.13749 0.93 1.05 2.00
H -3.88512 0.20022 0.37357 -0.21 0.12 -0.41
H -0.16823 -3.08004 0.80548 -0.44 -0.29 0.10
O 0.03723 -2.25628 0.36650 -0.72 -0.25 0.25
O -0.48593 1.09447 -1.80014 -0.88 0.95 0.38
H 2.53690 1.52860 -1.83049 -0.52 -0.09 -0.04
H -3.29234 -1.36928 0.83697 0.17 0.03 -0.41
H -3.48727 -1.01318 -0.98121 0.00 0.48 1.59
H 1.44657 0.93695 0.94100 0.52 0.19 0.20
O 1.99951 1.33479 -1.05557 -0.12 -0.18 0.61

***

28
Properties=species:S:1:pos:R:3:forces:R:3 method="wB97M-V/def2-TZVPD" total_charge=0 homo_energy_ev=-9.351 e_tot_ha=-647.9088 multiplicity=1
O -2.28489 -2.77960 -0.85867 0.45 -0.06 0.07
C -0.17285 0.22172 0.01687 0.08 1.01 -0.64
O 0.85159 0.10536 3.31955 1.29 0.12 -0.10
H -2.02110 -2.86344 0.06825 -0.36 -0.14 -0.13
H 0.64167 2.55078 0.21698 0.42 0.24 0.57
H 0.85753 0.27856 -0.38707 -0.41 -0.42 0.50
H 0.05261 -2.36882 -1.79232 -0.04 -0.25 -0.08
H -2.64322 1.95817 0.68550 0.25 0.12 0.14
O 0.31827 -1.49535 -2.09470 0.00 -0.05 -0.40
O 1.94189 -1.55886 1.33479 -0.66 -0.32 1.08
H 0.43429 2.12928 -2.41471 0.40 -0.87 -0.55
H 1.63027 1.14677 -3.04439 -0.97 0.31 -0.12
O 1.34152 1.78509 -2.38382 0.65 0.53 0.77
H -0.85996 -0.73231 1.58930 0.06 -0.45 0.07
H 1.51688 -0.57542 3.10940 -0.69 -0.30 0.01
H -2.63309 0.24466 0.31242 0.09 0.18 -0.23
H -1.79963 -1.96916 -1.06923 -0.37 0.11 -0.09
N -0.67101 -0.95208 0.61580 0.11 0.93 -0.55
H 2.57854 -2.20313 1.02909 0.44 0.70 -0.64
H 2.06012 3.17435 0.35096 0.02 0.03 -0.16
H -2.75288 1.48071 -0.95957 -0.06 0.01 -0.45
C -2.27056 1.22351 -0.02866 -0.28 0.05 0.81
O 1.30303 2.89187 0.86795 -0.36 -0.25 -0.32
N -0.82668 1.29468 -0.20207 -0.34 -0.85 -0.15
H 1.88092 -0.68383 0.92663 0.84 -0.59 -0.39
H 1.46092 0.86451 3.32354 -0.78 0.25 0.07
H 0.00379 -1.68858 0.49586 0.18 -0.03 0.67
H 0.06204 -1.47941 -3.02768 0.06 0.00 0.24

***

26
Properties=species:S:1:pos:R:3:forces:R:3 method="wB97M-V/def2-TZVPD" total_charge=+1 homo_energy_ev=-14.779 e_tot_ha=-517.6998 multiplicity=1
H 0.44478 -2.11330 -0.64963 -1.37 0.84 -0.18
O 1.90303 -1.87792 0.54590 -0.86 -0.69 2.64
H 1.23309 2.23805 -1.02421 -1.90 -0.19 -1.23
H -0.10831 0.63599 0.83297 -1.01 1.24 -0.43
N -1.00337 0.85542 0.23891 -3.71 -0.03 4.75
H 3.41640 -3.25035 -2.36198 -1.89 0.59 0.16
H -1.14083 -0.08773 -0.12666 0.03 0.32 -1.49
H 2.29067 -2.10942 -0.25790 1.51 -0.28 -2.76
H -1.98642 2.39747 -0.98031 1.71 -0.68 0.64
H 0.36036 0.76829 -1.69665 -0.29 1.65 0.04
H -0.95166 -1.89814 -1.49249 1.48 0.47 1.36
H 1.93763 -2.72504 1.02478 -0.05 0.44 0.14
H 1.77271 0.78217 2.19507 -0.03 0.40 0.11
O 1.03056 0.34299 1.77427 0.75 -1.05 0.25
O -3.69718 2.08551 2.14584 0.21 -0.48 0.27
O 2.48829 -2.95642 -2.10819 0.13 0.18 -2.24
H -3.26899 2.20859 3.00996 -0.32 0.00 -0.34
C 0.23016 1.89068 -1.50040 0.47 -1.37 1.36
O -0.33011 -1.50365 -0.80304 -0.68 -1.61 -1.56
H -0.59101 2.90123 0.14796 -0.96 -0.28 0.01
C -0.96949 2.11449 -0.52660 1.37 -0.33 -0.64
H 1.97539 -2.73592 -2.97537 1.75 -0.68 2.24
H -1.89816 0.94067 0.93941 2.72 -0.15 -1.45
H -4.43632 1.47702 2.31538 0.29 0.35 -0.03
H -0.15088 2.36441 -2.36111 0.92 0.75 -1.54
H 1.40434 -0.53702 1.51213 -0.29 0.62 -0.10